{
  "formula": "H8O4",
  "method": "ωB97M-V with the def2-TZVPD basis set",
  "e_tot_ha": -305.73741,
  "homo_lumo_gap_ev": 11.13,
  "homo_energy_ev": -10.8,
  "smiles": "O.O.O.O",
  "fmax_ev_per_a": 2.4,
  "relative_energy_kj_mol": 109.7,
  "elements": ["O", "H", "H", "H", "O", "H", "O", "H", "H", "O", "H", "H"],
  "xyz": [[-0.546, -0.420, -2.400], [-1.233, -0.104, -1.798], [0.233, -0.406, -1.871], [3.839, -1.514, -1.109], [3.219, -2.061, -1.622], [2.501, -1.443, -1.734], [-0.405, 0.783, 0.028], [-0.513, 1.733, 0.212], [-0.674, 0.592, 0.954], [-1.831, 0.954, 2.893], [-2.072, 0.264, 3.521], [-2.519, 1.620, 2.926]],
  "forces_ev_per_angstrom": [[-1.102, -0.176, -0.886], [0.343, -0.040, -0.071], [0.729, 0.138, 0.702], [-0.067, -0.540, -0.243], [0.682, 0.453, 0.526], [-0.587, 0.065, -0.289], [-0.597, 1.068, 2.056], [0.378, 0.154, -1.195], [0.142, -1.113, -0.487], [0.355, -0.178, -0.166], [-0.072, 0.148, -0.060], [-0.204, 0.020, 0.112]],
  "lowdin_charge": [-0.064, 0.019, -0.020, 0.045, -0.054, 0.009, -0.069, 0.056, 0.031, -0.044, 0.049, 0.042]
}

{
  "formula": "C4H30N8O11",
  "method": "ωB97M-V with the def2-TZVPD basis set",
  "e_tot_ha": -1436.18750,
  "homo_lumo_gap_ev": 8.43,
  "homo_energy_ev": -8.7,
  "smiles": "NC(N)=O.NC(N)=O.NC(N)=O.NC(N)=O.O.O.O.O.O.O.O",
  "fmax_ev_per_a": 9.4,
  "relative_energy_kj_mol": 244.5,
  "elements": ["O", "H", "H", "O", "H", "H", "O", "H", "H", "O", "H", "H", "O", "H", "H", "O", "H", "H", "O", "H", "H", "C", "O", "N", "N", "H", "H", "H", "H", "C", "O", "N", "N", "H", "H", "H", "H", "C", "O", "N", "N", "H", "H", "H", "H", "C", "O", "N", "N", "H", "H", "H", "H"],
  "xyz": [[0.281, -0.487, -0.691], [-0.188, -1.291, -0.465], [1.205, -0.709, -0.573], [1.445, -1.609, -2.992], [1.321, -0.662, -3.056], [0.724, -1.909, -2.438], [-0.856, -3.589, -1.877], [-1.751, -3.724, -2.190], [-0.952, -3.431, -0.937], [-0.962, 1.997, -1.030], [-0.535, 1.140, -1.019], [-1.545, 1.964, -1.788], [3.363, 0.010, -0.090], [4.077, -0.551, 0.213], [3.595, 0.228, -0.993], [3.624, -3.078, -1.383], [3.130, -2.358, -1.774], [4.098, -3.471, -2.117], [1.635, 1.442, -2.551], [1.464, 1.706, -1.647], [1.363, 2.194, -3.076], [-3.003, -0.731, -1.873], [-3.018, -1.711, -1.130], [-3.430, 0.477, -1.722], [-2.463, -0.858, -3.085], [-3.878, 0.451, -0.817], [-3.524, 1.260, -2.353], [-2.234, 0.037, -3.493], [-1.902, -1.664, -3.323], [2.375, 2.886, 1.759], [3.297, 2.483, 2.411], [1.995, 4.056, 1.951], [1.963, 2.342, 0.715], [2.475, 4.604, 2.650], [1.104, 4.409, 1.630], [2.329, 1.472, 0.356], [1.096, 2.747, 0.392], [-1.150, -2.230, 1.658], [-0.496, -2.682, 0.701], [-0.639, -1.992, 2.807], [-2.411, -1.998, 1.540], [0.328, -2.236, 2.970], [-1.229, -1.633, 3.544], [-2.892, -1.545, 2.304], [-2.795, -2.088, 0.611], [-0.755, 1.809, 2.947], [-0.621, 2.992, 3.246], [-1.017, 1.367, 1.744], [-0.713, 0.805, 3.779], [-1.165, 0.382, 1.577], [-1.129, 2.046, 1.004], [-0.292, 1.013, 4.673], [-0.743, -0.083, 3.300]],
  "forces_ev_per_angstrom": [[-0.282, 0.961, -0.301], [-0.337, -0.720, 0.417], [0.554, 0.009, 0.168], [0.569, -0.290, -0.375], [0.019, 0.511, 0.111], [-0.368, -0.355, 0.113], [0.313, -0.088, -0.903], [-0.220, -0.052, 0.002], [0.051, 0.193, 0.762], [-0.122, 1.038, -0.072], [0.443, -1.048, 0.143], [0.010, 0.105, 0.009], [-0.384, -0.123, -0.244], [0.150, -0.233, 0.264], [0.132, 0.079, -0.436], [0.362, -0.065, 0.479], [-0.508, 0.223, -0.375], [0.050, -0.124, -0.169], [0.256, -0.379, -0.295], [-0.129, 0.152, 0.247], [0.007, 0.225, -0.125], [2.220, -3.674, -2.614], [-1.014, 0.804, 1.001], [-2.535, 2.444, 3.846], [1.073, -0.029, -2.202], [-0.395, 1.481, 0.014], [-0.102, -0.692, 0.066], [0.335, -0.644, -0.598], [0.058, 0.191, 0.203], [4.750, -1.505, 2.523], [2.893, -2.380, 2.319], [-3.456, 8.527, 1.730], [-3.947, -3.336, -6.324], [-0.380, -0.401, 0.026], [0.188, 0.013, 0.153], [-0.135, -0.086, 0.627], [0.091, -0.625, -0.698], [1.070, -1.954, -3.726], [0.424, -0.106, 0.185], [2.270, 0.746, 4.060], [-3.357, 0.886, 0.186], [-0.206, 0.133, 0.137], [0.388, -0.689, 0.187], [-0.377, -0.175, -0.460], [-0.472, 0.323, -0.176], [-0.141, 2.819, 0.175], [0.171, 0.053, -0.076], [-0.857, 0.066, -3.293], [0.130, -1.844, 2.879], [0.118, 0.501, -0.501], [-0.124, -0.499, -0.110], [-0.046, -0.642, -0.086], [0.799, 0.276, 1.126]],
  "lowdin_charge": [-0.046, 0.005, 0.034, -0.052, -0.003, -0.006, -0.048, 0.029, -0.015, -0.062, -0.021, 0.020, -0.026, 0.068, 0.053, -0.058, -0.018, 0.032, -0.032, -0.004, 0.054, -0.720, 0.020, 0.177, 0.180, 0.135, 0.133, 0.104, 0.107, -0.907, 0.045, 0.176, 0.199, 0.133, 0.114, 0.066, 0.098, -0.749, -0.004, 0.182, 0.207, 0.153, 0.115, 0.127, 0.074, -0.759, 0.024, 0.177, 0.164, 0.079, 0.080, 0.130, 0.040]
}

{
  "formula": "C3H4N2O",
  "method": "ωB97M-V with the def2-TZVPD basis set",
  "e_tot_ha": -301.41807,
  "homo_lumo_gap_ev": 9.49,
  "homo_energy_ev": -8.6,
  "smiles": "Nc1ccno1",
  "fmax_ev_per_a": 0.5,
  "relative_energy_kj_mol": 181.6,
  "elements": ["N", "C", "C", "C", "N", "O", "H", "H", "H", "H"],
  "xyz": [[1.845, -0.001, -0.095], [0.493, 0.020, 0.122], [-0.580, 0.698, -0.392], [-1.671, -0.026, 0.154], [-1.314, -0.950, 1.002], [0.079, -0.897, 1.005], [2.291, -0.847, 0.234], [2.200, 0.354, -0.969], [-0.623, 1.587, -1.003], [-2.711, 0.023, -0.141]],
  "forces_ev_per_angstrom": [[0.135, 0.246, 0.211], [-0.087, -0.054, -0.040], [0.137, -0.140, -0.002], [-0.091, -0.145, 0.093], [-0.291, 0.158, -0.331], [0.273, -0.147, -0.214], [-0.004, 0.198, -0.087], [-0.224, -0.050, 0.163], [0.161, -0.358, -0.135], [-0.008, 0.292, 0.343]],
  "lowdin_charge": [0.144, -0.406, -0.023, -0.172, 0.051, -0.014, 0.106, 0.105, 0.099, 0.111]
}